(1)
DFT (ωB97M-V/def2-TZVPD) results for a structure of composition C6H13KO3 in a non-equilibrium geometry.

## Properties
Net charge: +1
M (g/mol): 172.27
HOMO-LUMO gap (alpha / beta) (eV): 8.7538 / 6.7989
Spin multiplicity: 2
HOMO energy (alpha / beta) (eV): -12.3255 / -12.3255

Atoms and positions in Å:
K -1.89 1.37 -1.18
O 4.85 -1.17 0.98
O -3.28 -0.53 0.27
O 0.40 1.61 0.31
C -3.39 -1.80 0.70
C -2.41 -2.81 0.15
C 1.49 0.72 0.60
C 4.24 -0.64 0.09
C 1.92 0.04 -0.68
C 2.91 -1.10 -0.43
H 1.15 -0.02 1.34
H 2.50 -1.86 0.25
H 0.13 2.08 1.12
H -1.38 -2.56 0.44
H -2.63 -3.81 0.55
H 1.05 -0.40 -1.19
H 4.67 0.25 -0.43
H 3.12 -1.60 -1.39
H -4.45 -2.10 0.54
H 2.31 1.30 1.04
H -3.37 -1.76 1.82
H 2.36 0.78 -1.37
H -2.48 -2.86 -0.95

Quick look at the Löwdin charges, all values in e: K 0.95; O 0.07; O -0.09; O -0.18; C -0.37; C -0.07; C -0.25; C -0.27; C -0.19; C -0.16; H 0.13; H 0.13; H 0.11; H 0.08; H 0.09; H 0.11; H 0.13; H 0.13; H 0.16; H 0.14; H 0.16; H 0.13; H 0.08

(2)
DFT (ωB97M-V/def2-TZVPD) results for a cluster of 3 separate species, C5H16N4 in total in a non-equilibrium geometry.

## Properties
M (g/mol): 132.21
HOMO-LUMO gap (eV): 7.5677
Spin multiplicity: 1
HOMO energy (eV): -6.7073

Atoms and positions in Å:
N 2.07 1.17 0.33
N 1.29 0.03 0.61
N -0.80 1.73 0.78
N -1.42 -0.48 0.85
C -0.47 -1.62 -2.65
C -0.30 0.46 2.82
C -0.31 -0.29 -1.93
C -0.61 0.49 1.35
C 1.15 -0.77 -0.45
H 1.92 -0.75 -1.21
H -1.28 0.22 -1.85
H 0.31 0.40 -2.51
H -0.97 1.69 -0.22
H 0.46 1.20 3.06
H 0.49 -2.15 -2.71
H -1.15 -2.28 -2.11
H 0.07 -0.52 3.10
H 2.21 1.69 1.19
H -1.30 -0.54 -0.19
H -0.40 2.51 1.28
H 0.74 -1.75 -0.22
H -0.85 -1.52 -3.67
H 1.61 1.78 -0.35
H -1.20 0.69 3.40
H -1.28 -1.38 1.30

Quick look at the Löwdin charges, all values in e: N -0.01; N -0.20; N 0.13; N 0.11; C -0.20; C -0.03; C -0.24; C -0.52; C -0.16; H 0.09; H 0.04; H 0.05; H 0.09; H 0.07; H 0.06; H 0.06; H 0.08; H 0.06; H 0.05; H 0.10; H 0.07; H 0.06; H 0.06; H 0.09; H 0.10

(3)
DFT (ωB97M-V/def2-TZVPD) results for the molecule C6H10O.

## Properties
M (g/mol): 98.14
SMILES string: C[C@H]1C[C@H]1CC=O
HOMO-LUMO gap (eV): 10.7557
Spin multiplicity: 1
HOMO energy (eV): -9.7523

Atoms and positions in Å:
O -1.48 0.42 -2.11
C 0.05 0.91 1.50
C 0.79 0.04 -1.28
C 0.48 -1.00 -0.22
C -0.86 -1.27 0.42
C -0.37 0.83 -1.89
C 0.21 -0.56 1.20
H -1.09 -2.30 0.67
H 0.71 -1.13 1.99
H -0.11 1.87 -2.15
H 1.10 -1.89 -0.31
H -1.72 -0.68 0.10
H 1.02 1.41 1.59
H 1.52 0.77 -0.89
H -0.48 1.41 0.68
H 1.26 -0.45 -2.15
H -0.52 1.08 2.42

Quick look at the Löwdin charges, all values in e: O 0.05; C -0.07; C -0.13; C -0.25; C -0.08; C -0.27; C -0.31; H 0.10; H 0.13; H 0.12; H 0.13; H 0.10; H 0.08; H 0.12; H 0.07; H 0.13; H 0.08

(4)
DFT (ωB97M-V/def2-TZVPD) results for the molecule C3H7NO.

## Properties
M (g/mol): 73.09
HOMO-LUMO gap (eV): 8.3442
Spin multiplicity: 1
HOMO energy (eV): -7.7717

Atoms and positions in Å:
O -0.55 -1.32 -1.51
N 0.79 0.68 0.43
C -1.01 -0.04 -1.11
C -0.53 0.39 0.24
C 1.07 -0.11 1.49
H 0.95 -1.18 1.38
H -2.10 -0.10 -1.12
H 0.41 -1.32 -1.40
H -1.20 0.55 1.07
H 1.51 0.29 2.40
H -0.71 0.72 -1.86
H 1.35 1.42 0.01

Quick look at the Löwdin charges, all values in e: O -0.08; N -0.13; C -0.26; C -0.16; C -0.03; H 0.05; H 0.11; H 0.08; H 0.09; H 0.06; H 0.12; H 0.14

(5)
DFT (ωB97M-V/def2-TZVPD) results for a cluster of 10 separate species, C20H60O20 in total in a non-equilibrium geometry.

## Properties
M (g/mol): 620.68
SMILES string: OCCO.OCCO.OCCO.OCCO.OCCO.OCCO.OCCO.OCCO.OCCO.OCCO
HOMO-LUMO gap (eV): 9.9629
Spin multiplicity: 1
HOMO energy (eV): -9.9065

Atoms and positions in Å:
O -10.83 1.12 0.22
O 2.64 -7.30 0.18
O 8.19 -3.01 0.30
O 10.98 -5.19 -0.69
O 4.73 -6.66 -6.54
O -4.52 4.43 7.04
O 1.41 0.36 -0.29
O 3.86 -9.75 -1.07
O 3.90 1.22 7.37
O -7.83 6.73 0.88
O -3.49 -1.15 -6.58
O 6.73 6.41 2.44
O 1.53 -0.33 6.49
O 4.70 4.67 1.75
O -8.66 0.52 -1.18
O 3.63 -3.86 -6.26
O -6.08 6.28 8.85
O -2.74 -3.99 -7.14
O -0.36 2.86 0.09
O -5.20 6.40 0.92
C 4.80 -4.21 -6.93
C -3.32 -3.39 -6.05
C 10.37 -3.99 -0.26
C -7.03 7.81 1.11
C -10.90 0.21 -0.80
C -5.86 5.02 6.83
C -0.75 1.51 -0.05
C 2.52 -9.24 -1.12
C 0.21 0.84 -1.05
C 5.70 5.04 0.82
C 7.00 5.42 1.58
C 4.65 -5.64 -7.53
C 8.83 -4.18 -0.24
C -9.87 0.60 -1.91
C -4.24 -2.24 -6.22
C 2.54 0.07 5.63
C -6.16 6.40 7.54
C -5.61 7.70 0.64
C 2.45 -7.72 -1.12
C 3.94 0.24 6.37
H -11.95 0.31 -1.05
H 5.82 6.26 2.72
H 10.73 -3.77 0.74
H 2.17 1.03 5.26
H -10.00 1.62 -2.27
H 4.22 -0.64 6.94
H -4.33 3.81 6.33
H -4.83 -2.04 -5.33
H 0.37 2.93 0.72
H 7.29 4.57 2.20
H -4.90 -2.35 -7.08
H 3.23 -4.62 -5.83
H 10.66 -5.98 -0.24
H -7.13 6.82 7.30
H -1.66 1.49 -0.64
H -5.56 7.22 7.16
H 8.13 -2.34 -0.39
H -7.23 8.06 2.15
H -2.43 -3.12 -5.49
H 8.47 -4.37 -1.26
H 7.93 5.49 1.02
H -0.89 1.06 0.93
H 1.25 -1.21 6.23
H -7.16 6.07 0.66
H -4.34 6.19 0.55
H 5.37 -6.52 -5.84
H 3.25 -7.39 -1.78
H 5.12 -3.47 -7.66
H -11.07 0.77 1.08
H 4.74 0.57 5.71
H 2.74 -0.59 4.78
H 1.80 -9.78 -0.50
H 3.01 1.25 7.71
H 3.67 -5.63 -8.00
H 0.03 -0.15 -1.46
H -4.97 8.46 1.09
H 4.29 5.40 2.22
H -5.95 5.05 5.74
H 8.57 -5.09 0.31
H 1.50 -7.35 -1.48
H 4.20 -9.25 -0.32
H 10.77 -3.20 -0.89
H -3.96 -4.13 -5.58
H -10.70 -0.71 -0.26
H 0.39 1.65 -1.75
H 2.13 -9.41 -2.12
H 2.67 -6.35 0.32
H -8.99 0.84 -0.34
H -5.48 7.89 -0.42
H -9.97 -0.11 -2.74
H 5.51 -4.16 -6.11
H -5.65 5.44 9.03
H 5.98 4.19 0.20
H -7.40 8.63 0.49
H 2.03 1.07 -0.42
H 5.33 -5.77 -8.37
H -3.38 -4.08 -7.85
H -6.70 4.34 6.97
H 5.29 5.87 0.25
H -3.87 -0.76 -7.38

Here are the Löwdin charges for atoms 1 to 99, given in e: O -0.08; O -0.06; O -0.07; O -0.08; O -0.07; O -0.08; O -0.11; O -0.06; O -0.08; O -0.03; O -0.05; O -0.03; O -0.06; O -0.07; O -0.07; O -0.07; O -0.02; O -0.04; O -0.07; O -0.06; C -0.25; C -0.30; C -0.24; C -0.30; C -0.27; C -0.19; C -0.25; C -0.24; C -0.18; C -0.22; C -0.31; C -0.23; C -0.23; C -0.21; C -0.29; C -0.25; C -0.31; C -0.26; C -0.28; C -0.23; H 0.12; H 0.07; H 0.11; H 0.12; H 0.12; H 0.11; H 0.07; H 0.12; H 0.08; H 0.11; H 0.12; H 0.09; H 0.08; H 0.12; H 0.11; H 0.11; H 0.08; H 0.12; H 0.13; H 0.11; H 0.12; H 0.12; H 0.09; H 0.07; H 0.10; H 0.09; H 0.12; H 0.12; H 0.10; H 0.11; H 0.11; H 0.12; H 0.08; H 0.12; H 0.12; H 0.12; H 0.08; H 0.10; H 0.12; H 0.12; H 0.07; H 0.12; H 0.12; H 0.12; H 0.12; H 0.11; H 0.09; H 0.05; H 0.12; H 0.12; H 0.11; H 0.09; H 0.12; H 0.12; H 0.06; H 0.11; H 0.09; H 0.11; H 0.12

(6)
DFT (ωB97M-V/def2-TZVPD) results for a structure of composition C4H38N2O14 in a non-equilibrium geometry.

## Properties
M (g/mol): 338.35
HOMO-LUMO gap (eV): 9.2337
Spin multiplicity: 1
HOMO energy (eV): -9.5564

Atoms and positions in Å:
O -2.08 -2.80 -2.02
O -0.73 0.14 3.40
O 2.99 -1.66 1.41
O 0.00 3.46 -0.21
O 1.96 1.67 -2.35
O -2.71 1.66 -1.58
O -2.36 -1.00 2.00
O 3.27 1.27 0.20
O -0.13 0.64 -4.13
O 0.52 -2.25 2.68
O -1.78 -3.74 2.33
O 3.11 1.57 2.78
O 0.73 2.54 3.06
O -3.27 -0.86 -0.73
N 1.06 -0.91 -1.40
N -0.73 1.45 -1.31
C -0.96 2.81 -0.99
C 1.59 -2.26 -1.51
C -0.18 -0.85 -0.58
C -0.30 0.63 -0.16
H -1.79 1.43 -1.36
H 2.51 -2.17 -2.08
H -2.21 -2.49 -1.12
H -1.23 3.44 -1.90
H -4.21 -0.72 -0.54
H -2.30 -2.06 -2.58
H -1.07 -1.26 -1.05
H 0.19 1.75 3.25
H 0.89 3.41 -0.58
H -1.94 3.00 -0.45
H -2.35 -1.00 1.03
H -0.41 -0.13 -3.62
H 1.01 -3.15 -1.68
H 0.60 0.97 0.33
H 2.89 1.65 1.83
H -0.12 1.39 -2.11
H -1.51 -4.58 1.96
H 0.92 2.48 2.12
H -2.90 -0.10 -1.22
H 3.12 -0.76 1.75
H 4.09 1.62 -0.13
H -0.99 -3.39 2.78
H 0.13 -1.41 2.98
H -0.71 0.54 -4.89
H -1.06 0.74 0.67
H 1.42 -1.90 2.55
H -1.21 0.42 4.18
H -0.12 -1.43 0.35
H -1.39 -0.01 2.71
H -3.13 2.08 -0.83
H 1.68 1.13 -3.12
H -2.35 -1.96 2.22
H 3.36 -1.64 0.53
H 2.45 2.35 -2.83
H 1.95 -2.45 -0.48
H 0.76 -0.54 -2.29
H 2.62 1.19 -0.53
H 2.42 2.10 3.27

Quick look at the Löwdin charges, all values in e: O -0.07; O -0.07; O -0.05; O -0.02; O -0.06; O -0.11; O -0.06; O -0.05; O -0.03; O -0.08; O -0.06; O -0.13; O -0.07; O -0.08; N -0.08; N -0.01; C -0.28; C -0.11; C -0.17; C -0.11; H -0.28; H 0.08; H 0.00; H 0.17; H 0.08; H 0.02; H 0.06; H 0.02; H 0.08; H 0.15; H 0.02; H 0.04; H 0.08; H 0.10; H -0.03; H 0.09; H 0.05; H 0.01; H 0.02; H 0.03; H 0.07; H 0.02; H 0.01; H 0.07; H 0.13; H 0.02; H 0.08; H 0.12; H -0.01; H 0.05; H 0.04; H 0.05; H 0.03; H 0.08; H 0.06; H 0.04; H 0.01; H 0.02

Calculated DFT total energy (Ha), listed in the same order as above: -1061.7967, -418.9852, -309.8112, -248.3678, -2302.4180, -1337.9028